ORCA calculation (the ωB97M-V functional and the def2-TZVPD basis) on a molecular structure, C42H48O3S at a distorted geometry.

```
94
Properties=species:S:1:pos:R:3:forces:R:3
C -2.894157 -0.859852 -0.903572 -3.3 4.0 1.3
S -4.324557 0.042968 -0.145372 -0.5 -0.4 0.4
O -3.984867 0.191208 1.353458 -0.7 -1.0 -1.8
C -4.248007 1.782788 -0.877972 0.0 -0.1 -1.6
H -2.875717 -1.857162 -0.464122 -0.3 3.4 0.5
H -1.989337 -0.327452 -0.610392 -4.2 0.7 -0.5
H -2.976157 -1.005912 -1.980622 -0.4 1.0 0.4
H -4.190007 1.878888 -1.962172 -0.5 -0.9 -0.2
H -3.339887 2.267538 -0.519582 -1.2 0.3 -1.7
H -5.125197 2.322468 -0.521082 0.0 -0.2 0.2
C -1.160457 2.086798 0.580348 0.2 2.0 0.3
C -2.454167 2.291958 0.975638 -0.2 0.1 2.6
C -2.700777 3.151878 2.036888 -0.5 0.6 -0.4
C -1.673357 3.890978 2.595438 -2.9 -0.5 1.2
C -0.426797 3.654078 2.205168 1.7 1.0 0.1
C -0.138247 2.827788 1.150858 -0.4 -1.1 -0.8
H -0.969327 1.327008 -0.163012 0.2 3.9 2.1
H -3.273337 1.676228 0.634708 2.1 0.8 2.3
H -3.687277 3.268178 2.460798 -0.3 -0.1 -0.1
H -1.896797 4.442268 3.496858 0.1 0.4 0.0
H 0.376203 4.034588 2.819008 -2.1 0.6 -0.9
H 0.855483 2.571628 0.814278 -0.3 0.6 0.2
C -0.972827 -3.214722 -1.644652 -3.1 -5.5 -1.8
C -2.108747 -3.050782 -2.433032 -1.7 -1.7 1.3
C -3.353547 -3.001132 -1.760112 0.5 -3.1 -2.7
C -3.399577 -3.213062 -0.409442 -1.8 -3.6 1.6
C -2.282997 -3.422832 0.370008 1.5 -1.8 -0.5
C -1.052967 -3.432072 -0.267912 -0.6 -1.0 -0.3
H -0.014077 -3.312102 -2.132212 -1.8 -2.6 -1.5
H -2.050627 -2.903692 -3.501382 0.0 0.0 0.0
H -4.260607 -2.858172 -2.328632 -0.1 0.1 0.0
H -4.330567 -3.247572 0.136888 -0.4 0.2 -0.3
H -2.206367 -3.666802 1.419298 -0.8 0.3 0.2
H -0.149657 -3.431792 0.324068 -0.3 -1.0 0.0
C 2.082033 -0.724262 0.687798 -1.6 -0.3 0.9
C 1.015463 -0.099722 1.297148 -1.0 -0.4 -0.5
C -0.282597 -0.313852 0.855778 0.7 -2.1 -0.3
C -0.480367 -1.230962 -0.191502 3.0 0.1 4.8
C 0.588073 -1.848402 -0.798012 1.1 2.2 1.9
C 1.826393 -1.570662 -0.362702 0.3 1.1 0.1
H 3.078213 -0.599732 1.085938 -0.1 -1.4 0.1
H 1.183863 0.498878 2.180168 -1.9 -1.6 -1.6
H -1.121897 0.184998 1.317438 0.0 -0.6 0.4
H -1.505177 -1.357732 -0.507892 2.9 -1.4 1.3
H 0.397403 -2.506202 -1.633082 2.8 2.9 1.8
H 2.657873 -2.068192 -0.839682 0.5 0.0 -0.1
C -0.200397 0.655838 -4.228942 -2.0 -0.3 -0.7
C -0.466907 1.793248 -3.469982 1.0 0.0 -3.1
C -0.750527 1.754148 -2.155012 -0.4 -0.8 1.9
C -0.889107 0.521398 -1.519962 0.2 0.3 -5.9
C -0.826657 -0.647002 -2.328462 -0.9 2.2 -2.2
C -0.492197 -0.592612 -3.668022 -1.4 0.3 0.1
H -0.044967 0.688108 -5.297212 0.4 0.3 0.0
H -0.415317 2.747678 -3.972782 0.2 0.2 0.0
H -0.803147 2.689508 -1.617672 -0.2 0.0 0.1
H -1.077517 0.361798 -0.468572 0.8 0.0 -2.6
H -1.026477 -1.635542 -1.942132 -0.2 2.2 -1.4
H -0.381757 -1.531362 -4.190472 0.0 0.0 -0.4
C 2.733833 4.033268 1.357828 0.5 0.3 -0.9
C 2.087983 4.051758 2.556288 2.1 1.8 -1.1
C 1.765373 2.907008 3.168888 2.1 -3.1 1.5
C 2.146073 1.716248 2.554268 1.3 1.3 2.4
C 2.738073 1.640968 1.301118 2.1 2.2 0.8
C 3.100713 2.822858 0.712398 0.1 1.2 1.0
H 2.843173 5.040058 0.982578 0.6 -0.2 -0.8
H 1.819163 5.020068 2.951918 0.1 0.1 0.2
H 1.329173 3.008278 4.151668 -0.2 -0.8 0.1
H 2.020733 0.760718 3.041768 0.8 0.9 1.4
H 2.950673 0.689718 0.836018 0.6 2.7 1.1
H 3.600243 2.775808 -0.243972 0.7 0.8 1.9
C 2.375413 -4.514052 3.226638 -0.1 0.9 -0.1
C 1.406333 -3.915322 4.059848 0.2 0.1 -0.5
C 0.663313 -2.825562 3.588938 1.1 -1.2 -0.1
C 0.899293 -2.433522 2.298898 -1.5 0.9 0.6
C 1.903673 -2.906852 1.501368 1.7 -4.9 0.8
C 2.686333 -3.967002 1.941448 -1.4 -0.9 2.3
H 2.901693 -5.404772 3.536568 0.0 0.0 0.3
H 1.131973 -4.240172 5.052618 0.5 -0.6 0.1
H -0.089467 -2.336012 4.188998 -0.1 -0.1 0.0
H 0.264623 -1.638422 1.936398 0.4 -1.6 0.6
H 2.007753 -2.688392 0.448828 0.2 -2.4 2.8
H 3.388703 -4.530262 1.344948 0.1 0.3 -0.3
O 4.176833 1.709198 -3.904272 -3.1 -1.6 2.8
C 3.277053 1.261618 -3.119402 4.3 3.1 -3.6
O 2.746863 0.084978 -3.277912 1.2 -0.9 -1.5
C 1.780363 -0.167102 -2.287322 0.7 -0.1 -1.1
C 2.116673 0.766118 -1.195032 -0.7 1.9 -1.5
C 2.608093 1.970008 -2.001112 -0.2 -0.4 0.6
H 1.883123 -1.196412 -1.943722 0.4 1.3 -2.5
H 0.833833 -0.034022 -2.811222 2.4 0.3 1.7
H 2.926513 0.344058 -0.599942 0.0 0.7 -1.1
H 1.233733 0.991668 -0.597012 0.7 0.1 -0.1
H 3.164053 2.587688 -1.295792 -0.3 -0.2 -2.8
H 1.793063 2.542328 -2.444132 -0.1 0.1 0.1
```
Positions in Å, forces in eV/Å.

F_max: 6.6 eV Å⁻¹
Kohn-Sham gap: 7.5 eV
multiplicity: 1
charge: 0



ORCA calculation (the ωB97M-V functional and the def2-TZVPD basis) on a molecular structure, C38H27BrCl2F4O2PPtS2Te at a distorted geometry.

```
79
Properties=species:S:1:pos:R:3:forces:R:3
Pt -0.254600 0.209600 0.093700 -1.3 -0.7 -0.6
F 5.819600 -0.521200 4.201500 -0.4 0.1 -0.1
C 4.572200 -0.295600 3.813700 -0.2 0.0 0.0
C 3.517700 -0.387900 4.721100 0.0 0.0 -0.1
F 3.752900 -0.662500 5.999800 -0.1 0.0 -0.3
C 2.215000 -0.190600 4.272800 -0.1 0.1 0.0
F 1.224300 -0.280000 5.161400 0.3 -0.1 0.2
C 1.908600 0.098800 2.943300 0.1 -0.1 -0.5
P 0.142000 0.206900 2.436000 -0.4 0.3 0.0
C -0.614900 -1.219000 3.238400 -0.3 0.0 -0.5
C 0.079800 -2.407000 3.446300 0.1 0.1 0.0
C -0.547400 -3.472700 4.064300 0.1 0.0 0.0
C -1.866600 -3.360100 4.476100 0.0 0.1 0.0
C -2.577300 -2.197600 4.216300 -0.1 0.0 0.1
C -1.962800 -1.133100 3.582700 0.1 0.1 -0.1
C -0.436600 1.679300 3.333900 -0.2 0.0 -0.6
C -0.918700 1.659700 4.639700 0.0 -0.1 0.0
C -1.321000 2.841700 5.236300 0.0 0.0 0.1
C -1.255500 4.040200 4.542600 0.0 0.0 -0.1
C -0.779700 4.061200 3.240800 0.0 0.1 0.0
C -0.376400 2.884600 2.640400 0.1 -0.1 -0.1
C 2.981800 0.247000 2.068200 0.3 -0.1 0.1
Br 2.754900 0.778200 0.275100 -0.2 0.0 0.0
C 4.292400 0.047100 2.492800 -0.2 0.0 -0.1
F 5.289100 0.189000 1.625300 0.0 -0.1 0.2
H 1.113800 -2.487400 3.140400 0.0 -0.1 0.0
H -0.001800 -4.387900 4.238100 0.1 -0.1 0.0
H -2.336000 -4.175900 5.006200 -0.1 -0.1 0.0
H -3.609200 -2.119800 4.525200 -0.1 0.0 0.0
H -2.514900 -0.226500 3.370900 -0.1 0.0 0.0
H -0.980600 0.734900 5.190900 0.0 0.0 0.0
H -1.688400 2.821200 6.251300 0.0 0.0 0.1
H -1.587900 4.955000 5.008500 0.0 0.1 0.1
H -0.725400 4.987500 2.689500 0.0 0.1 -0.1
H -0.013000 2.889800 1.620800 0.0 0.1 0.0
Cl -0.455600 -0.640500 -2.370900 0.7 0.1 0.8
C -2.091700 -0.360000 -2.825200 -1.5 0.2 -0.1
C -2.442000 -0.622800 -4.139300 0.1 0.0 -0.1
C -3.737100 -0.387600 -4.573200 0.2 0.0 0.1
C -4.686800 0.102200 -3.692700 0.1 -0.1 0.1
C -4.347800 0.339800 -2.373200 0.6 -0.1 -0.3
Cl -5.528300 0.922400 -1.275300 -0.2 0.1 0.2
C -3.036200 0.120000 -1.905500 0.4 -0.1 -0.4
S -2.736300 0.488900 -0.236200 1.5 0.5 1.1
H -1.701800 -1.007600 -4.822600 0.1 0.0 -0.1
H -4.000700 -0.589800 -5.600300 0.0 0.0 0.0
H -5.691900 0.302200 -4.023400 -0.2 0.0 0.0
Te -0.410500 2.572600 -1.542100 0.4 -0.2 0.7
C -0.199700 4.435000 -0.622200 -0.4 -0.4 -0.1
C 0.870700 4.950000 0.070200 -0.1 -0.2 -0.3
C 0.670100 6.283400 0.459100 -0.1 0.2 0.2
C -0.548300 6.767900 0.076900 -0.3 -0.3 -0.3
S -1.461700 5.617800 -0.795400 0.5 -0.3 0.5
H 1.772100 4.392300 0.262600 0.1 -0.1 0.0
H 1.393000 6.863900 1.002600 0.1 0.1 0.1
H -0.966300 7.738300 0.259400 0.0 0.3 0.0
C 0.367100 -8.276400 -0.571600 0.0 0.0 0.0
C 0.259900 -6.819200 -0.259000 0.1 0.3 0.1
C -0.969900 -6.186800 -0.174800 0.1 0.1 0.0
C -1.090600 -4.822000 0.061200 0.2 -0.1 0.0
C -2.468000 -4.251600 0.136500 -0.4 0.1 -0.2
C 0.078700 -4.051100 0.213800 0.1 -0.1 0.0
C 1.336600 -4.679200 0.155100 -0.1 -0.3 0.0
C 2.623800 -3.930900 0.294500 0.3 0.0 0.1
C 1.400900 -6.048700 -0.073800 -0.1 0.1 0.0
C -0.028300 -2.574900 0.350300 -0.8 -0.3 -0.1
O -1.151600 -2.021500 0.288000 0.2 0.3 0.2
O 0.996100 -1.847500 0.486900 0.8 1.0 0.1
H -0.591400 -8.772300 -0.445900 0.0 -0.1 0.0
H 1.107400 -8.753700 0.067300 0.0 -0.1 0.0
H 0.685700 -8.400400 -1.607200 0.0 -0.1 0.0
H -1.867600 -6.771000 -0.311400 -0.1 -0.1 0.0
H -3.208400 -5.004000 -0.122100 0.0 -0.2 0.1
H -2.578700 -3.408500 -0.541500 -0.1 -0.1 0.0
H -2.676800 -3.877600 1.138700 -0.1 0.1 0.0
H 2.595000 -3.268800 1.159300 0.2 0.0 -0.1
H 2.790100 -3.312700 -0.589600 0.1 0.1 0.1
H 3.459200 -4.622900 0.390700 0.0 0.0 0.0
H 2.370100 -6.524700 -0.139600 0.1 0.0 0.0
```
Positions in Å, forces in eV/Å.

F_max: 1.9 eV Å⁻¹
energy above the lowest of the compared OMol25 structures with the same formula, charge and spin: 36.2 kcal/mol
Kohn-Sham gap (spin up / spin down): 5.4 / 5.4 eV
multiplicity: 1
charge: +1